(1)
DFT (ωB97M-V/def2-TZVPD) results for a cluster of 13 separate species, C5H36N2O13 in total.

Output
**Kohn-Sham gap**: 9.61 eV
**LUMO energy**: 0.170 eV
**Highest occupied orbital energy**: -9.443 eV
**Energy**: -35364.5836 eV

Element x y z (Å)
C1 -1.342 -0.869 -0.768
N1 -0.186 -0.051 -1.130
C2 0.441 -0.510 -2.411
C3 0.724 0.126 -0.016
C4 1.915 1.162 -0.329
N2 1.913 2.555 -0.193
C5 0.678 3.227 0.009
O1 2.959 0.642 -0.733
H1 -1.066 -1.896 -0.626
H2 -2.106 -0.793 -1.671
H3 -1.929 -0.394 0.057
H4 0.960 -1.422 -2.499
H5 1.150 0.328 -2.719
H6 -0.366 -0.639 -3.131
H7 0.236 0.658 0.858
H8 1.227 -0.688 0.503
H9 2.765 3.123 -0.451
H10 0.118 2.875 0.957
H11 -0.089 3.206 -0.754
H12 0.867 4.280 0.449
H13 3.655 -2.849 2.250
H14 4.760 -2.226 1.262
O2 3.800 -2.478 1.445
H15 4.237 1.453 -1.541
H16 4.417 1.694 -3.014
O3 4.508 2.142 -2.198
H17 -2.947 1.588 2.165
H18 -1.825 1.799 3.125
O4 -2.597 1.301 3.087
H19 -3.296 -3.624 1.183
H20 -3.562 -2.942 2.444
O5 -3.031 -3.690 2.076
H21 -2.854 -0.259 2.547
H22 -4.254 -0.514 2.270
O6 -3.408 -0.951 2.113
H23 0.154 2.077 -2.540
H24 1.307 2.739 -3.194
O7 0.400 2.741 -3.215
H25 -5.001 2.638 0.812
H26 -3.979 2.805 -0.424
O8 -4.140 2.294 0.484
H27 0.161 -3.000 2.044
H28 -1.374 -2.757 2.433
O9 -0.514 -2.319 2.363
H29 -0.050 -4.320 -0.992
H30 1.401 -3.926 -1.095
O10 0.791 -4.629 -0.803
H31 0.420 0.070 2.583
H32 -0.838 -0.291 3.662
O11 -0.321 0.421 3.182
H33 -2.619 1.765 -2.017
H34 -2.388 3.392 -1.921
O12 -2.979 2.695 -1.998
H35 4.664 -3.130 -0.889
H36 4.327 -1.827 -1.587
O13 4.106 -2.801 -1.503

Cartesian forces (eV/Å) of the 6 atoms listed first:
C -2.130 1.873 -1.775
N 0.572 -0.567 -0.383
C -0.287 2.836 0.117
C 0.594 3.689 1.639
C 1.581 -0.199 -1.067
N -0.226 -1.447 -0.356

(2)
DFT (ωB97M-V/def2-TZVPD) results for a cluster of 13 separate species, C5H36N2O13 in total.

Output
**Kohn-Sham gap**: 8.83 eV
**LUMO energy**: 0.028 eV
**Highest occupied orbital energy**: -8.800 eV
**Energy**: -35366.0881 eV

Element x y z (Å)
C1 -0.374 3.299 0.839
N1 0.732 2.341 0.828
C2 0.681 1.197 -0.109
C3 2.136 0.708 -0.314
C4 2.944 0.063 0.934
N2 2.649 -1.273 1.429
C5 -0.109 0.056 0.515
O1 -1.265 0.237 0.862
H1 -1.306 2.937 1.276
H2 -0.524 3.783 -0.104
H3 -0.094 4.036 1.597
H4 0.742 1.987 1.787
H5 0.351 1.429 -1.127
H6 2.151 -0.068 -1.109
H7 2.766 1.528 -0.679
H8 2.753 0.831 1.702
H9 4.030 0.076 0.579
H10 2.038 -1.339 2.210
H11 2.365 -1.963 0.768
H12 0.487 -0.818 0.755
H13 1.720 3.331 -1.112
H14 1.831 4.821 -0.496
O2 1.822 4.285 -1.288
H15 -2.901 -2.920 -2.462
H16 -1.911 -1.689 -2.288
O3 -2.152 -2.567 -1.979
H17 -1.181 0.728 -1.931
H18 -2.738 1.228 -1.783
O4 -2.073 0.596 -2.243
H19 -3.184 1.607 0.016
H20 -4.333 0.763 -0.404
O5 -3.856 1.572 -0.680
H21 -2.183 0.234 3.463
H22 -1.753 -0.588 4.599
O6 -1.917 0.339 4.384
H23 -1.616 -3.328 -0.608
H24 -2.026 -3.619 0.814
O7 -1.301 -3.214 0.329
H25 1.043 -0.863 -4.335
H26 1.157 0.327 -3.242
O8 1.185 -0.628 -3.399
H27 -1.044 -2.688 2.314
H28 -1.322 -1.277 2.253
O9 -1.131 -1.948 2.928
H29 0.706 3.535 -2.601
H30 1.515 2.763 -3.699
O10 0.724 2.769 -3.161
H31 0.993 -1.959 -2.364
H32 -0.172 -2.721 -1.885
O11 0.714 -2.892 -2.222
H33 -0.366 0.570 3.709
H34 0.518 -0.575 3.152
O12 0.453 0.382 3.203
H35 0.852 -3.786 -0.152
H36 2.291 -4.030 -0.577
O13 1.683 -4.160 0.157

Cartesian forces (eV/Å) of the 6 atoms listed first:
C 0.269 -0.067 1.338
N -0.724 0.047 -0.302
C 1.620 -0.702 0.777
C 0.668 -1.709 0.162
C 0.037 1.171 -1.243
N 0.395 0.735 -0.152

(3)
DFT (ωB97M-V/def2-TZVPD) results for a cluster of 13 separate species, C5H37N2O13 in total.

Output
**Kohn-Sham gap**: 9.63 eV
**LUMO energy**: 2.874 eV
**Highest occupied orbital energy**: -6.753 eV
**Net charge**: -1
**Energy**: -35387.2821 eV

Element x y z (Å)
N1 -0.918 -0.673 -0.540
C1 0.191 -0.597 0.452
C2 0.563 -2.003 1.002
C3 1.449 -2.787 0.001
O1 0.792 -2.934 -1.232
C4 -0.310 0.305 1.631
N2 0.716 1.357 1.941
C5 0.571 1.840 3.302
H1 -0.699 -0.087 -1.349
H2 -0.954 -1.661 -0.867
H3 1.099 -0.139 0.065
H4 -0.383 -2.559 1.211
H5 1.051 -1.958 1.957
H6 1.636 -3.801 0.371
H7 2.446 -2.265 -0.173
H8 -1.258 0.792 1.337
H9 -0.556 -0.335 2.510
H10 1.657 0.956 1.840
H11 1.366 2.712 3.437
H12 0.724 1.056 4.083
H13 -0.424 2.219 3.528
H14 3.734 -0.938 1.220
H15 3.278 0.166 0.224
O2 3.342 -0.076 1.196
H16 -2.497 0.625 -0.056
H17 -2.855 1.556 -1.206
O3 -2.936 1.429 -0.292
H18 1.548 2.409 0.020
H19 1.186 3.353 -1.167
O4 1.856 2.737 -0.796
H20 -2.591 0.618 -3.287
H21 -1.340 1.485 -2.989
O5 -2.350 1.462 -2.912
H22 -2.198 -2.535 2.550
H23 -1.264 -1.629 3.200
O6 -1.764 -2.440 3.375
H24 1.559 -1.243 -3.360
H25 1.013 -2.021 -1.852
O7 1.197 -0.876 -2.568
H26 -0.747 2.924 1.161
H27 -2.063 2.683 0.391
O8 -1.419 3.398 0.702
H28 2.743 1.356 -1.406
H29 2.382 -0.126 -1.786
O9 3.139 0.431 -1.400
H30 0.815 1.926 -2.520
H31 0.578 0.397 -2.919
O10 0.241 1.380 -3.078
H32 -0.641 -3.580 -1.033
H33 -1.401 -4.763 -0.363
O11 -1.559 -3.961 -0.827
H34 -0.765 3.966 -0.727
H35 -0.741 3.520 -2.218
O12 -0.297 4.092 -1.607
H36 -2.455 -3.072 0.271
H37 -2.607 -1.648 0.600
O13 -2.880 -2.439 0.950

Cartesian forces (eV/Å) of the 6 atoms listed first:
N 0.283 -1.124 0.076
C -0.882 -0.050 1.311
C -0.499 -0.237 -1.163
C 0.225 0.499 0.158
O 0.418 0.759 -1.039
C 0.777 0.262 -0.416

(4)
DFT (ωB97M-V/def2-TZVPD) results for a cluster of 14 separate species, C5H37NO14S in total.

Output
**Kohn-Sham gap**: 8.81 eV
**LUMO energy**: -0.101 eV
**Highest occupied orbital energy**: -8.908 eV
**Energy**: -46776.0981 eV

Element x y z (Å)
C1 0.867 -2.824 -0.141
N1 1.083 -1.377 -0.025
C2 1.313 -0.711 -1.320
C3 1.191 0.783 -1.121
C4 1.210 1.635 -2.414
S1 0.046 1.169 -3.703
C5 2.652 -1.042 -1.989
O1 2.685 -1.631 -3.040
H1 0.152 -3.212 0.593
H2 0.393 -3.053 -1.091
H3 1.794 -3.361 0.069
H4 1.927 -1.249 0.537
H5 0.571 -1.124 -1.999
H6 1.997 1.198 -0.504
H7 0.277 1.090 -0.612
H8 2.205 1.774 -2.836
H9 0.915 2.619 -2.056
H10 -0.031 -0.153 -3.519
H11 3.544 -0.788 -1.393
H12 -1.044 -2.920 -3.837
H13 0.224 -2.551 -4.587
O2 -0.113 -2.717 -3.699
H14 -0.099 -0.328 1.191
H15 -0.683 1.038 1.722
O3 -0.390 0.157 1.997
H16 -2.583 0.876 0.512
H17 -2.217 1.510 -0.819
O4 -2.192 1.675 0.130
H18 -0.418 3.805 0.234
H19 -0.289 5.064 0.984
O5 0.235 4.492 0.411
H20 -2.719 -2.493 1.212
H21 -3.361 -3.966 1.501
O6 -2.801 -3.416 0.956
H22 2.399 3.733 0.151
H23 2.131 4.446 -1.053
O7 2.858 3.925 -0.681
H24 0.994 1.538 4.638
H25 -0.031 0.656 3.820
O8 0.608 0.663 4.549
H26 1.966 0.200 2.479
H27 2.394 0.410 3.849
O9 2.746 0.543 2.948
H28 4.182 -2.004 1.498
H29 3.768 -0.526 1.941
O10 3.886 -1.144 1.194
H30 -2.787 -1.196 -1.103
H31 -4.219 -0.757 -0.885
O11 -3.328 -0.602 -0.555
H32 -3.076 -0.382 2.314
H33 -3.813 -1.055 3.444
O12 -3.065 -1.183 2.850
H34 -2.710 3.329 0.914
H35 -2.657 4.660 0.194
O13 -2.469 4.260 1.052
H36 -1.650 -3.550 -2.184
H37 -2.205 -3.043 -0.881
O14 -2.260 -2.890 -1.840

Cartesian forces (eV/Å) of the 6 atoms listed first:
C -0.353 -0.142 0.609
N 0.212 0.095 0.076
C -0.110 -0.018 0.273
C 0.024 1.016 -0.782
C 0.376 -0.019 0.752
S -0.594 0.196 -0.251

(5)
DFT (ωB97M-V/def2-TZVPD) results for a cluster of 15 separate species, C5H38NO15 in total.

Output
**Kohn-Sham gap**: 10.98 eV
**LUMO energy**: -2.396 eV
**Highest occupied orbital energy**: -13.373 eV
**Net charge**: +1
**Energy**: -38000.5232 eV

Element x y z (Å)
O1 2.525 -0.626 -2.509
C1 3.018 0.275 -1.882
C2 2.373 0.914 -0.678
N1 1.096 0.268 -0.262
C3 1.096 0.200 1.295
C4 2.542 0.157 1.667
C5 3.285 0.984 0.596
H1 3.951 0.812 -2.132
H2 2.293 1.998 -0.816
H3 0.312 0.890 -0.457
H4 1.028 -0.718 -0.579
H5 0.617 1.133 1.615
H6 0.577 -0.734 1.482
H7 3.002 -0.779 1.976
H8 2.700 0.673 2.630
H9 4.228 0.447 0.450
H10 3.563 1.961 0.979
H11 -1.793 1.272 -3.633
H12 -1.357 1.253 -2.112
O2 -1.504 0.710 -2.915
H13 0.621 -1.789 -3.868
H14 -0.706 -1.065 -3.664
O3 -0.210 -1.860 -3.426
H15 -0.458 -2.109 -1.537
H16 0.947 -2.812 -1.118
O4 0.173 -2.295 -0.799
H17 -2.078 4.024 3.082
H18 -2.322 2.822 2.238
O5 -1.585 3.352 2.604
H19 -2.678 -1.757 0.042
H20 -2.697 -2.997 0.894
O6 -3.052 -2.095 0.882
H21 -2.788 -0.215 3.241
H22 -2.764 -1.011 1.814
O7 -2.361 -0.233 2.368
H23 1.581 -3.743 1.287
H24 0.286 -4.511 0.914
O8 1.114 -4.579 1.398
H25 -0.976 -3.545 -0.447
H26 -1.959 -4.586 -1.062
O9 -1.713 -4.173 -0.237
H27 -3.112 -1.741 -2.186
H28 -2.632 -0.249 -1.993
O10 -2.681 -1.130 -1.570
H29 -1.708 2.058 -0.083
H30 -0.638 3.148 -0.644
O11 -1.029 2.241 -0.773
H31 -0.050 4.031 2.537
H32 1.156 4.756 3.110
O12 0.930 4.156 2.375
H33 3.111 -3.327 -1.363
H34 2.547 -4.694 -0.618
O13 2.452 -3.737 -0.793
H35 -2.903 0.875 1.447
H36 -3.947 1.785 0.588
O14 -3.104 1.775 1.050
H37 0.755 4.716 0.617
H38 0.423 5.103 -0.780
O15 0.505 4.321 -0.242

Cartesian forces (eV/Å) of the 6 atoms listed first:
O 0.439 0.055 0.271
C -0.613 0.635 0.277
C 0.731 0.929 1.205
N 1.284 0.578 1.633
C -0.008 -0.440 -1.322
C 0.903 1.439 1.770